Record 1
Here is C9H28CrN4O5 as an isolated structure at a distorted geometry from OMol25. Energies are from ωB97M-V with the def2-TZVPD basis set.

Values from the calculation:
E_HOMO (spin up / spin down) (eV): -20.08 / -20.04
LUMO energy (spin up / spin down) (eV): -13.017 / -12.931
Frontier orbital gap (spin up / spin down) (eV): 7.1 / 7.1
DFT total energy (eV): -54369.701

The geometry in ORCA input format:
```
! wB97M-V def2-TZVPD RIJCOSX def2/J DEFGRID3
* xyz 3 4
Cr 0.0202 -1.0106 0.0106
C -1.4648 -3.1716 -1.3060
O -0.1822 -2.6634 -1.1877
H -1.2673 -4.2345 -1.4475
H -1.9294 -2.7330 -2.1840
H -2.1369 -3.0252 -0.4198
H 0.3853 -3.1748 -1.8213
C -2.9075 0.3599 -0.3500
O -1.7968 -0.5410 -0.5670
N -3.1166 1.2283 -1.3060
N -3.5112 0.5004 0.7674
H -2.7910 1.0586 -2.2861
H -3.7473 2.0903 -1.2482
H -3.3038 -0.1832 1.5617
H -4.3267 1.0497 0.8703
C 0.3483 -1.9074 2.3992
O -0.0042 -0.8868 3.2235
N -0.5084 -2.0270 1.4642
N 1.1542 -1.6255 1.3709
H -1.4348 -1.8154 2.0314
H -0.4641 -3.1231 1.3833
H 2.1240 -1.1199 1.8079
H 1.6806 -2.5625 1.1805
C 1.4156 2.7400 1.3651
C 0.4238 1.6143 1.6542
C -0.8333 2.1314 2.2957
O 0.0450 1.0579 0.5896
H 2.1184 2.9565 2.1374
H 0.9219 3.7037 1.2347
H 2.0425 2.6112 0.4708
H 0.9242 0.9186 2.3477
H -0.4560 2.6834 3.1974
H -1.5448 1.3558 2.5795
H -1.4084 2.8163 1.7422
H -0.1469 1.8214 0.0806
C 2.0578 1.3715 -2.5913
C 1.8421 -0.0375 -2.1067
C 2.8592 -0.5025 -1.1420
O 0.6951 -0.2247 -1.6531
H 2.0370 2.1256 -1.8035
H 1.3560 1.6632 -3.3314
H 3.0863 1.3949 -2.9865
H 2.0709 -0.7097 -2.9853
H 2.7761 -1.5621 -0.9122
H 2.8938 0.0140 -0.1816
H 3.9253 -0.3105 -1.5327
H 0.0789 -0.1148 -2.4158
*
```

Record 2
Here is a 2-piece molecular cluster, C17H28N3O5 overall at a distorted geometry from OMol25. Energies are from ωB97M-V with the def2-TZVPD basis set.

Values from the calculation:
E_HOMO (eV): -12.35
LUMO energy (eV): -2.922
Frontier orbital gap (eV): 9.4
DFT total energy (eV): -32782.304

The geometry in ORCA input format:
```
! wB97M-V def2-TZVPD RIJCOSX def2/J DEFGRID3
* xyz 1 1
N 3.8269 -0.6468 -1.2060
C 3.5700 -1.3353 -2.1052
O 3.2915 -2.1907 -3.0091
C 2.8398 -3.3465 -2.3993
C 1.6279 -3.7184 -2.0628
C 0.3547 -2.9698 -2.2921
C -0.7933 -3.5385 -1.4335
O -1.3562 -4.6319 -2.1428
C -1.8490 -2.4938 -1.0934
N -2.1837 -1.5612 -2.1688
C 1.8170 -5.0623 -1.4064
O 1.0587 -5.9630 -1.2564
O 3.1701 -5.1358 -1.0338
C 3.8242 -4.4167 -1.9988
O 4.8905 -4.6375 -2.4778
H 0.0926 -3.1099 -3.3296
H 0.4880 -1.9254 -2.0518
H -0.4057 -3.9645 -0.5178
H -2.2002 -4.3633 -2.5025
H -2.7698 -2.9546 -0.7618
H -1.4715 -1.9056 -0.2616
H -1.6953 -0.6871 -2.1051
H -2.0816 -1.9558 -3.0890
C -1.4121 4.5956 -0.5231
C -1.8992 4.4142 0.9135
C -0.7701 4.3992 1.9458
C 0.2303 3.2532 1.8971
N -0.3182 1.8655 2.1482
C -0.8255 1.2374 0.8652
C 0.4067 0.6253 0.2293
C 1.1269 0.0117 1.4168
C 0.8282 0.9398 2.5941
C -1.3745 1.8660 3.2007
H -0.6973 3.8243 -0.8224
H -2.2517 4.5517 -1.2154
H -0.9295 5.5647 -0.6483
H -2.5162 3.5141 0.9863
H -2.5631 5.2436 1.1601
H -1.1931 4.4694 2.9501
H -0.1843 5.3133 1.8231
H 0.9692 3.4280 2.6764
H 0.7588 3.2217 0.9457
H -1.5493 0.4710 1.1413
H -1.3086 1.9912 0.2515
H 1.0197 1.3910 -0.2484
H 0.1586 -0.1151 -0.5287
H 2.1955 -0.0845 1.2333
H 0.7449 -0.9872 1.6312
H 1.6787 1.5523 2.8739
H 0.4978 0.3836 3.4657
H -2.2395 2.4172 2.8466
H -0.9684 2.3200 4.1007
H -1.6602 0.8363 3.3951
*
```

Record 3
Here is a 2-piece molecular cluster, C2H7O2 overall at a distorted geometry from OMol25. Energies are from ωB97M-V with the def2-TZVPD basis set.

Values from the calculation:
E_HOMO (eV): -3.24
LUMO energy (eV): 4.343
Frontier orbital gap (eV): 7.6
DFT total energy (eV): -6282.279

The geometry in ORCA input format:
```
! wB97M-V def2-TZVPD RIJCOSX def2/J DEFGRID3
* xyz -1 1
C -0.3047 -0.1475 -0.3372
O 0.7762 -0.7828 0.2491
C 0.2044 0.9118 -1.3586
H -0.8711 -0.8848 -0.9368
H -0.9893 0.2550 0.4134
H -0.2082 1.9190 -1.3099
H 1.2489 1.0569 -1.0783
H 0.1299 0.4774 -2.3458
H 0.5657 -0.9395 1.2604
H -0.7455 -0.9223 2.7157
O 0.1937 -0.9432 2.7279
*
```

Q: Number 3 is which compound?
A: C2H7O2